27
Properties=species:S:1:pos:R:3 method="wB97M-V/def2-TZVPD" multiplicity=3 s_squared=2.007 relative_energy_kj_mol=0.00 molar_mass_g_mol=202.26 e_tot_ev=-31742.556
C -2.7082 -0.7048 0.3809
C -1.8729 -1.4591 -0.6787
C -1.8839 0.5910 0.8510
C -0.4841 -1.8333 -0.2086
C 0.4278 1.7023 0.7453
C 1.9317 1.5636 0.6869
C -0.3944 0.4734 1.0168
C 0.1405 -0.7580 0.5900
C 2.1292 0.0995 -2.0157
O 0.1379 -0.4729 1.9498
P 2.3470 -0.0969 -0.1070
S 4.0269 -0.8374 0.4391
H -3.7223 -0.3467 0.0651
H -2.8680 -1.3118 1.2541
H -2.4328 -2.3464 -0.9846
H -1.6231 -0.7709 -1.5471
H -1.9939 1.4593 0.1526
H -2.4421 0.8093 1.8208
H -0.3434 -2.7617 0.5099
H 0.1556 -1.9620 -1.0407
H 0.2013 2.2674 1.5800
H 0.0896 2.3544 -0.0577
H 2.3841 2.3896 0.2234
H 2.2537 1.6154 1.7209
H 2.6177 -0.7881 -2.4680
H 1.1088 0.2845 -2.4831
H 2.8173 0.8404 -2.3957

34
Properties=species:S:1:pos:R:3 method="wB97M-V/def2-TZVPD" charge=-1 molar_mass_g_mol=312.14 e_tot_ev=-49867.653
C 3.1544 -2.2257 -0.5307
N 2.6434 -2.5252 0.8002
C 2.9152 -1.4912 1.7926
C 2.5331 -0.0559 1.4070
N 1.2147 -0.0075 0.7803
C 0.1289 -0.3276 1.6924
C -1.1500 0.4547 1.3553
C -2.1112 -0.2620 0.4462
F -1.7301 -0.2569 -0.8406
F -3.3360 0.3204 0.4677
F -2.3134 -1.5494 0.7756
C 3.5853 0.6981 0.5126
O 3.1019 1.5452 -0.2647
O 4.7829 0.3886 0.7150
H 2.6035 -1.4263 -1.0453
H 4.1929 -1.8942 -0.4360
H 3.1315 -3.1311 -1.1486
H 1.6578 -2.7494 0.7772
H 2.4020 -1.7762 2.7222
H 3.9902 -1.4771 1.9972
H 2.5245 0.5380 2.3446
H 1.1114 0.9323 0.4084
H -0.0986 -1.3998 1.6375
H 0.3928 -0.1168 2.7439
H -0.8953 1.3892 0.8431
H -1.7078 0.7221 2.2565
Cl -4.2108 2.0813 -4.8762
C -3.6222 1.5977 -3.2587
C -4.5108 2.1092 -2.1556
Cl -4.4324 3.8865 -1.9928
H -2.6058 1.9669 -3.1536
H -3.6079 0.5099 -3.2355
H -4.1832 1.6873 -1.2093
H -5.5508 1.8446 -2.3281

34
Properties=species:S:1:pos:R:3 method="wB97M-V/def2-TZVPD" smiles="O=C1OCCO1.ClCCCl.ClCCCl.ClCCCl" relative_energy_kj_mol=0.00 molar_mass_g_mol=384.94 e_tot_ev=-90869.505
C -0.0472 -0.7819 0.8978
C -0.9311 0.4366 1.1154
O -0.2200 1.4375 0.4070
C 0.5316 0.8151 -0.5812
O 1.2097 1.3426 -1.4111
O 0.5841 -0.5343 -0.3205
H -0.7892 -1.5782 0.8381
H 0.5392 -0.9603 1.7991
H -1.0230 0.6728 2.1756
H -1.9293 0.2169 0.7367
Cl 1.7033 -1.5820 -3.3743
C 0.3756 -0.6774 -4.1772
C 0.6565 0.7901 -4.6140
Cl 2.0609 0.8131 -5.6467
H -0.5352 -0.7320 -3.5809
H 0.1257 -1.2315 -5.0819
H 0.8661 1.4300 -3.7568
H -0.2353 1.1255 -5.1435
Cl 3.3172 -2.0351 1.9413
C 3.3224 -3.5956 1.1089
C 2.5200 -4.6455 1.7837
Cl 0.8773 -4.0821 1.8381
H 4.3355 -3.9946 1.0570
H 2.9933 -3.5744 0.0700
H 2.9535 -4.7534 2.7780
H 2.5214 -5.6008 1.2588
Cl -3.9596 1.9233 2.6917
C -2.8131 3.3339 2.5101
C -3.5998 4.5496 1.9887
Cl -2.5095 5.9654 1.8174
H -2.1050 3.0071 1.7486
H -2.4083 3.4900 3.5101
H -4.4614 4.7147 2.6357
H -3.9260 4.2950 0.9803

32
Properties=species:S:1:pos:R:3 method="wB97M-V/def2-TZVPD" charge=+1 relative_energy_kj_mol=0.00 molar_mass_g_mol=314.21 e_tot_ev=-83112.807
Cu -1.1184 -0.3492 -0.0365
Cl 1.8136 0.3890 2.1409
C 0.6365 1.6840 2.4874
C 1.0276 2.8941 3.1188
C 0.1112 3.9085 3.2523
C -1.1860 3.7645 2.7395
C -1.5781 2.5930 2.1851
C -0.6931 1.4671 2.0988
C -1.2362 0.1465 1.8136
H 2.0419 2.9896 3.5250
H 0.3842 4.8791 3.6555
H -1.7932 4.6500 2.7534
H -2.6529 2.4640 1.9117
H -2.3020 0.1385 2.0396
H -0.7610 -0.7018 2.2966
N 1.9615 0.2326 -1.5925
C 2.0535 -1.1500 -2.1067
P 0.3078 -1.6711 -2.5850
O 0.1461 -1.7025 -4.0758
O -0.7466 -0.7491 -1.8068
C -0.1284 -3.3599 -2.0173
N -1.5851 -3.4073 -2.3017
H 2.1799 0.3034 -0.5994
H 0.9753 0.5349 -1.6265
H 2.5176 0.9263 -2.1271
H 2.4703 -1.7899 -1.3160
H 2.6444 -1.2116 -3.0157
H 0.0296 -3.6137 -1.0020
H 0.3289 -4.0885 -2.6534
H -2.1192 -2.7221 -1.7486
H -2.0208 -4.3126 -2.1176
H -1.7088 -3.1361 -3.2894